[1]
Formula: C8H19NOP
Source: the OMol25 dataset
Level of theory: ωB97M-V/def2-TZVPD

Computed properties:
* DFT total energy: -787.24476 a.u.
* relative energy (zero: lowest compared OMol25 entry of this formula, charge and spin): 60.1 kcal per mole
* Kohn-Sham gap: 10.444 eV
* highest occupied orbital energy: -13.471 eV
* molar mass: 176.2 g mol⁻¹
* strongest force on any atom: 7.6 eV Å⁻¹

ORCA input file:
```
! RIJCOSX wB97M-V def2-TZVPD def2/J DEFGRID3
* xyz 1 1
C 0.99014 -1.13369 -0.27506
C -0.19555 -0.52146 -0.19698
C 3.44533 -1.19956 0.35585
C -1.74024 -0.87926 1.85905
C 0.06664 1.77894 -1.99844
C 0.14752 2.28369 0.84190
C 2.35027 -0.56843 -0.54288
C -1.74656 -1.47998 0.48765
N -2.85543 -0.93699 -0.38846
O -2.04745 1.47067 -0.50989
P -0.59702 1.22189 -0.43826
H 1.14353 -2.25747 -0.14703
H 3.52022 -2.15997 0.09762
H 3.09120 -1.07969 1.30408
H 4.24347 -0.58890 0.06971
H -1.69667 0.19335 1.96772
H -0.99485 -1.41646 2.35165
H -2.59203 -1.26475 2.40690
H 0.15237 0.92875 -2.79303
H 1.12991 2.16294 -2.06548
H -0.46139 2.72150 -2.19538
H -0.66769 3.05546 1.10339
H 1.01648 2.72824 0.55308
H 0.23398 1.77997 1.84212
H 2.17189 0.45138 -0.51287
H 2.73293 -0.70953 -1.51635
H -1.47424 -2.45395 0.35688
H -2.50050 -0.56879 -1.30979
H -3.62651 -1.56524 -0.67163
H -3.23975 0.00730 -0.03608
*
```

---

[2]
Formula: C8H19NOPS2
Source: the OMol25 dataset
Level of theory: ωB97M-V/def2-TZVPD

Computed properties:
* DFT total energy: -1583.76812 a.u.
* Kohn-Sham gap: 6.001 eV
* highest occupied orbital energy: -3.143 eV
* molar mass: 240.4 g mol⁻¹
* strongest force on any atom: 1.0 eV Å⁻¹

ORCA input file:
```
! RIJCOSX wB97M-V def2-TZVPD def2/J DEFGRID3
* xyz -1 1
P 3.00490 -1.20016 -0.50544
C 2.04852 0.44828 -0.88348
C 2.00273 1.38183 0.33597
C 0.65588 2.10962 0.49490
S -0.30874 1.67622 1.96922
C -0.52005 -0.09662 1.78146
S 0.67978 -1.05949 2.28522
N -1.63435 -0.66241 1.14501
C -2.80968 0.19819 1.01465
C -2.74560 0.93094 -0.31202
O -3.03949 0.02554 -1.35468
C -2.47606 -1.25967 -1.11978
C -1.30459 -1.31544 -0.14534
H 3.75032 -0.52510 0.57977
H 4.09945 -0.85088 -1.43405
H 2.26020 -1.85577 -1.60977
H 1.89158 -1.55598 0.42360
H 3.67201 -2.46694 -0.15580
H 2.54849 0.96653 -1.69824
H 1.02267 0.23535 -1.19265
H 2.76479 2.14093 0.19369
H 2.23728 0.84144 1.24886
H 0.82437 3.17540 0.61035
H 0.06818 2.00725 -0.40960
H -2.88812 0.88730 1.84331
H -3.70941 -0.41108 1.03337
H -3.44025 1.76772 -0.31205
H -1.74508 1.33827 -0.42800
H -2.12481 -1.64221 -2.07493
H -3.25466 -1.94206 -0.77898
H -1.13279 -2.36978 0.04634
H -0.39747 -0.91724 -0.59094
*
```

---

[3]
Formula: C8H20AlB2O4
Source: the OMol25 dataset
Level of theory: ωB97M-V/def2-TZVPD

Computed properties:
* DFT total energy: -909.21161 a.u.
* relative energy (zero: lowest compared OMol25 entry of this formula, charge and spin): 96.2 kcal per mole
* Kohn-Sham gap: 4.055 eV
* highest occupied orbital energy: -13.278 eV
* molar mass: 228.9 g mol⁻¹
* strongest force on any atom: 6.6 eV Å⁻¹

ORCA input file:
```
! RIJCOSX wB97M-V def2-TZVPD def2/J DEFGRID3
* xyz 1 1
Al 16.05113 13.79360 -21.90279
B 16.73078 13.14414 -25.00024
H 16.64891 13.10126 -26.07528
H 16.19301 14.02555 -24.68692
H 16.31709 12.27734 -24.50857
H 17.79089 13.17554 -24.80167
B 17.70845 11.04308 -22.76308
H 17.17698 10.96974 -21.82691
H 17.91441 12.06163 -23.05353
H 18.59028 10.42140 -22.75227
H 17.03009 10.58483 -23.46599
O 13.45496 13.41280 -20.52509
C 12.44645 12.85252 -20.18198
O 12.18848 12.59834 -18.95101
C 11.08072 11.75764 -18.73685
C 10.64574 11.33166 -20.20778
C 11.28594 12.48238 -21.03578
H 10.38468 12.43377 -18.24039
H 11.37985 11.09924 -17.92130
H 9.57221 11.19668 -20.33970
H 11.01403 10.33009 -20.42984
H 10.66474 13.37504 -21.10901
H 11.63340 12.29716 -22.05218
O 18.83520 14.38406 -22.58328
C 19.96667 14.84402 -22.88413
O 20.36688 14.90166 -24.06884
C 21.67609 15.45343 -24.14132
C 22.21998 15.63986 -22.74347
C 21.00865 15.48627 -21.83922
H 21.64345 16.36118 -24.74383
H 22.26314 14.68163 -24.63911
H 22.72443 16.58311 -22.53394
H 22.99146 14.88723 -22.58082
H 20.67316 16.38740 -21.32589
H 21.10976 14.80207 -20.99676
*
```

---

[4]
Formula: C8H20AlFeN2O8P
Source: the OMol25 dataset
Level of theory: ωB97M-V/def2-TZVPD

Computed properties:
* DFT total energy: -2875.47632 a.u.
* Kohn-Sham gap (spin up / spin down): 4.076 / 4.746 eV
* highest occupied orbital energy (spin up / spin down): -4.659 / -8.336 eV
* molar mass: 386.1 g mol⁻¹
* strongest force on any atom: 5.9 eV Å⁻¹

ORCA input file:
```
! RIJCOSX wB97M-V def2-TZVPD def2/J DEFGRID3
* xyz 0 9
Fe 2.59982 -16.05603 2.57636
Al 4.48193 -13.01640 4.12676
O 4.54434 -15.55923 2.63506
H 4.77801 -15.66015 1.69180
P 1.60970 -15.02555 4.89280
O 1.61616 -16.40861 4.28296
O 2.81626 -14.60436 5.78055
O 0.29221 -14.24844 4.92513
O 2.18452 -14.43497 3.59700
C 6.87260 -11.87888 -0.66760
C 5.78070 -12.62702 0.10078
O 5.02449 -11.89856 1.07489
H 7.35775 -12.52457 -1.39960
H 7.53438 -11.27044 -0.05120
H 6.42794 -11.15061 -1.34583
H 6.29339 -13.50280 0.49862
H 5.09519 -12.92049 -0.69424
C 3.95955 -19.08215 2.44032
O 3.21754 -18.06345 2.29009
N 5.26930 -19.17953 1.98133
C 5.99613 -20.39948 2.16659
C 5.85537 -18.27345 1.11704
H 3.55817 -19.95165 2.98351
H 5.63878 -21.16422 2.85619
H 6.94749 -20.26979 2.68255
H 6.30349 -20.84118 1.21868
H 5.82330 -18.68052 0.10642
H 5.26702 -17.35764 1.06017
H 6.91968 -18.05083 1.19315
C 4.07726 -17.43704 -2.72389
O 4.45975 -17.90530 -3.76117
N 4.63348 -16.34038 -2.22114
C 4.14967 -15.84696 -0.91980
C 5.76939 -15.63168 -2.84011
H 3.36382 -17.87391 -2.00810
H 3.36441 -16.43271 -0.44192
H 3.77362 -14.82618 -0.98839
H 5.02529 -15.61036 -0.31532
H 5.88905 -15.85899 -3.89941
H 5.62097 -14.55306 -2.89160
H 6.73071 -15.81254 -2.35921
*
```

---

[5]
Formula: C8H20AsF6N4O4Tl
Source: the OMol25 dataset
Level of theory: ωB97M-V/def2-TZVPD

Computed properties:
* DFT total energy: -3843.69665 a.u.
* relative energy (zero: lowest compared OMol25 entry of this formula, charge and spin): 0.0 kcal per mole
* Kohn-Sham gap: 3.588 eV
* highest occupied orbital energy: -16.582 eV
* molar mass: 629.6 g mol⁻¹
* strongest force on any atom: 2.2 eV Å⁻¹

ORCA input file:
```
! RIJCOSX wB97M-V def2-TZVPD def2/J DEFGRID3
* xyz 2 1
Tl -0.04790 -1.26974 -0.45467
As 1.60607 2.78532 -0.22331
F -0.05754 3.28758 -0.35370
F 1.31477 2.46115 1.46304
F 3.19906 2.19249 -0.12032
F 1.82239 3.08549 -1.91238
F 2.08401 4.37306 0.15803
F 1.02947 1.16514 -0.64148
O 2.03141 -2.82104 -0.18320
C 3.20239 -3.24772 0.00663
N 4.08858 -3.37710 -0.97664
C 3.55474 -3.69894 1.39569
H 4.96064 -3.83176 -0.76128
H 3.91402 -2.93389 -1.86345
H 3.50609 -2.84251 2.06853
H 4.55471 -4.11866 1.47595
H 2.78249 -4.39562 1.71386
O -1.13869 0.73627 1.24856
C -0.97264 1.41684 2.28093
N -0.43017 0.91562 3.39487
C -1.50059 2.83527 2.32724
H -0.07210 -0.02629 3.36102
H -0.71524 1.27118 4.29465
H -1.91703 3.10946 1.36432
H -0.66808 3.50029 2.55306
H -2.25474 2.88992 3.11571
O 0.05130 -0.21003 -3.01127
C 0.47115 0.58596 -3.88443
N 1.14983 0.13592 -4.93868
C 0.03156 2.02583 -3.87623
H 1.46390 -0.81368 -5.05180
H 1.20330 0.81201 -5.68859
H -0.46795 2.28307 -2.94620
H -0.71276 2.11706 -4.67118
H 0.89140 2.68839 -3.96927
O -2.68699 -1.84775 0.54886
C -3.78523 -1.61872 1.08477
N -4.91675 -1.77202 0.39817
C -3.91807 -1.16566 2.52044
H -5.82915 -1.68836 0.81727
H -4.91413 -1.90820 -0.60229
H -3.67676 -1.98203 3.19481
H -4.93836 -0.81274 2.66183
H -3.29241 -0.29088 2.68212
*
```

---

[6]
Formula: C8H20BrHfO4
Source: the OMol25 dataset
Level of theory: ωB97M-V/def2-TZVPD

Computed properties:
* DFT total energy: -3238.27041 a.u.
* relative energy (zero: lowest compared OMol25 entry of this formula, charge and spin): 248.5 kcal per mole
* Kohn-Sham gap: 2.642 eV
* highest occupied orbital energy: -18.176 eV
* molar mass: 438.6 g mol⁻¹
* strongest force on any atom: 3.5 eV Å⁻¹

ORCA input file:
```
! RIJCOSX wB97M-V def2-TZVPD def2/J DEFGRID3
* xyz 3 1
Hf 2.94703 -3.63339 -3.88917
Br 1.98140 -1.65953 -2.16112
C -1.91633 -1.74774 -1.55054
O -1.55967 -1.20351 -0.29203
C -2.61145 -0.97136 0.57348
C -2.40228 -1.81562 1.87369
O -1.09464 -1.46607 2.31872
C -0.87744 -1.98282 3.60708
H -1.01048 -1.87748 -2.13533
H -2.69878 -1.10437 -1.97028
H -2.41822 -2.72589 -1.46416
H -3.60265 -1.27745 0.22447
H -2.66429 0.08249 0.86504
H -2.44542 -2.88434 1.62524
H -3.16696 -1.63691 2.63251
H -1.06933 -1.21241 4.37910
H 0.19858 -2.11631 3.80278
H -1.38446 -2.91582 3.83917
C 3.36194 1.63406 1.33608
O 2.55930 1.14975 0.26637
C 2.60573 1.86290 -0.96753
C 1.31552 2.58826 -1.25252
O 0.31036 1.56859 -1.39523
C -0.69177 1.98620 -2.28831
H 3.91839 0.73113 1.63767
H 2.65833 1.76113 2.16904
H 4.01891 2.46107 1.09342
H 2.91112 1.16971 -1.75915
H 3.46352 2.54125 -0.94208
H 1.40955 3.25368 -2.11553
H 1.07251 3.28078 -0.43703
H -1.44075 1.19830 -2.43173
H -0.37259 2.16513 -3.31841
H -1.30469 2.79659 -1.87374
*
```